ORCA calculation (ωB97M-V/def2-TZVPD) on a molecular structure, C21H14BrLiN6O7S in a non-equilibrium geometry.

Its multiplicity is 1. Its total energy is -126360.3188 eV. The value obtained for the energy above the lowest of the compared OMol25 structures with the same formula, charge and spin is 1.031 eV. Its lowest unoccupied orbital energy is -0.0298 Eh.

Geometry as XYZ:
```
51
Properties=species:S:1:pos:R:3:forces:R:3
Li -1.19182 -1.09531 0.01736 -0.522 0.047 -0.024
O -4.42062 3.80088 -1.89029 0.041 0.016 -0.012
C -4.20146 2.56612 -1.36274 -0.109 0.008 0.096
O -4.74943 1.60988 -1.81910 0.051 -0.005 -0.046
C -3.26420 2.51452 -0.21923 -0.057 -0.009 0.033
C -2.26950 3.44838 0.17222 -0.081 -0.152 -0.216
N -1.58436 3.02121 1.20259 0.010 0.251 0.238
N -2.16564 1.83534 1.52398 -0.139 0.044 -0.266
C -3.14921 1.45534 0.65711 0.081 -0.042 0.047
C -3.78117 0.04558 0.67406 0.297 0.075 -0.193
O -4.80955 -0.09965 1.29812 -0.046 -0.089 -0.085
O -3.05759 -0.74984 0.00322 0.192 -0.087 0.261
H -4.04180 4.48499 -1.32715 -0.004 -0.005 -0.002
H -1.99426 4.38183 -0.29771 0.012 -0.002 0.016
H 0.07083 2.69382 1.00972 0.670 -0.844 -0.003
Br 3.39781 -3.16725 -1.27018 -0.071 -0.069 0.015
C 3.40417 -1.35564 -0.71454 -0.001 0.048 0.061
C 4.62829 -0.69503 -0.64031 0.004 -0.006 -0.014
C 4.62090 0.61665 -0.21241 -0.024 -0.015 0.003
C 3.41023 1.21072 0.12388 0.037 -0.008 -0.018
C 2.25973 0.45184 0.00568 -0.013 0.072 0.110
N 2.25022 -0.81809 -0.40631 0.003 -0.027 -0.018
C 0.91554 1.03300 0.34619 -0.325 0.287 0.086
O 0.98568 2.23283 0.87118 -0.292 0.584 -0.071
O -0.13261 0.44879 0.14536 0.221 -0.073 -0.029
H 5.54060 -1.20732 -0.90723 0.004 0.012 -0.006
H 5.54623 1.17169 -0.13678 -0.001 -0.002 -0.001
H 3.35514 2.23168 0.46871 -0.013 -0.004 0.000
O -2.00036 0.07469 2.75741 -0.085 -0.153 0.058
N -1.55512 1.15261 2.57024 0.176 0.070 0.068
S 0.68074 -7.38861 0.33286 -0.007 0.042 -0.029
C 0.22113 -5.66872 0.30334 0.051 -0.069 0.001
C -0.74153 -5.22366 -0.58893 -0.004 -0.010 0.044
C -1.10755 -3.88754 -0.54970 -0.073 -0.031 0.029
N -0.56424 -3.00735 0.28974 -0.050 0.082 -0.089
C 0.36141 -3.44556 1.14467 0.030 0.022 -0.040
C 0.77813 -4.76117 1.19591 0.024 0.025 -0.017
C 2.43559 -7.21942 0.07111 -0.054 0.011 0.010
C 2.93109 -6.76154 -1.14307 0.021 0.010 0.011
C 4.30499 -6.68126 -1.30292 0.012 -0.001 -0.005
N 5.18095 -7.02939 -0.36124 -0.019 0.008 0.009
C 4.69150 -7.47414 0.79082 0.018 0.013 0.002
C 3.33247 -7.58549 1.06089 0.013 -0.014 -0.018
H -1.19465 -5.89976 -1.30019 -0.017 0.010 0.004
H -1.87746 -3.50974 -1.21300 0.014 0.007 -0.009
H 0.77746 -2.70651 1.81896 0.030 -0.017 -0.007
H 1.52611 -5.07298 1.91180 -0.004 0.006 0.009
H 2.26169 -6.47937 -1.94534 0.007 -0.005 0.002
H 4.72527 -6.32757 -2.23829 -0.009 0.002 0.001
H 5.42022 -7.75159 1.54435 -0.011 -0.009 0.004
H 2.98290 -7.94711 2.01826 0.013 -0.004 0.002
```
Forces are in eV/Å.

Results of the natural (NBO) charge analysis, in e, for atoms 1 through 2: 0.906, -0.670


ORCA calculation (ωB97M-V/def2-TZVPD) on C2H6N4O2 in the gas phase.

Its multiplicity is 1. Its structure (SMILES) is NC1(N)N=C([O-])[N@@H+]1O. Its total energy is -12224.5279 eV. The value obtained for the energy above the lowest of the compared OMol25 structures with the same formula, charge and spin is 2.124 eV. Its lowest unoccupied orbital energy is 0.0141 Eh.

Geometry as XYZ:
```
14
Properties=species:S:1:pos:R:3:forces:R:3
N -1.38620 1.09202 0.49026 0.044 -0.077 -0.017
C -0.24911 0.58487 -0.10910 0.152 -0.381 0.030
N -0.41682 0.17105 -1.45359 0.009 0.089 0.173
N 0.97722 1.16293 0.23877 -0.026 -0.148 0.010
C 1.62616 0.11427 0.72660 -0.129 -0.192 -0.039
O 2.71260 -0.16082 1.14749 -0.306 0.026 -0.103
N 0.41208 -0.92435 0.65864 0.055 0.253 -0.259
O 0.52651 -2.06800 -0.14628 0.008 0.461 0.136
H -2.26032 0.60813 0.34970 0.079 0.015 -0.014
H -1.24256 1.44508 1.42360 0.022 -0.029 -0.046
H 0.31605 0.56429 -2.03074 -0.010 -0.021 0.058
H -1.32883 0.36064 -1.84801 0.051 0.011 0.074
H 0.07241 -1.24122 1.56769 0.035 0.049 -0.107
H 0.24080 -1.70890 -1.01505 0.016 -0.057 0.104
```
Forces are in eV/Å.

Results of the natural (NBO) charge analysis, in e, for atoms 1 through 2: -0.823, 0.625


ORCA calculation (ωB97M-V/def2-TZVPD) on C2H3N4P in the gas phase in a non-equilibrium geometry.

Its multiplicity is 1. Its structure (SMILES) is [H]/P=N\N/N=C\C#N. Its total energy is -17367.2303 eV. The value obtained for the energy above the lowest of the compared OMol25 structures with the same formula, charge and spin is 0.727 eV. Its lowest unoccupied orbital energy is -0.0320 Eh.

Geometry as XYZ:
```
10
Properties=species:S:1:pos:R:3:forces:R:3
H 1.94183 -0.48864 -0.28986 0.312 0.449 0.377
P 1.70867 -0.61953 -1.68073 0.504 -0.048 0.054
N 0.16566 -0.95055 -1.60605 0.789 0.707 -0.965
N -0.67565 -0.98631 -0.64103 -1.502 0.555 1.496
N -0.87397 -0.62996 0.66317 1.294 -0.569 0.560
C -0.45309 0.41047 1.24970 0.730 0.750 1.321
C 0.04401 1.62790 0.66479 -0.112 -0.597 -0.556
N 0.19058 2.62105 0.10673 0.331 0.217 0.019
H -1.51451 -1.41520 -0.82762 -1.913 -1.500 -1.302
H -0.53352 0.43077 2.36089 -0.433 0.035 -1.004
```
Forces are in eV/Å.

Results of the natural (NBO) charge analysis, in e, for atoms 1 through 2: -0.128, 0.620